Entry 1:
ORCA calculation (ωB97M-V with the def2-TZVPD basis set) on a structure of composition C40H60CrN2O2Se.

```
106
Properties=species:S:1:pos:R:3:forces:R:3
Cr -1.33579 1.89573 -0.18282 0.031 0.399 -0.104
C 3.03833 -0.55991 5.90215 -0.014 -0.018 0.036
C 2.89004 -1.12315 4.48089 0.007 -0.004 0.015
C 4.25472 -1.02934 3.79661 -0.004 0.018 -0.062
C 2.50943 -2.60958 4.57038 0.015 -0.022 0.037
C 1.80617 -0.35838 3.71829 -0.046 0.001 0.015
C 2.03079 0.27820 2.49793 0.090 0.049 0.051
C 1.02421 0.95267 1.83111 -0.098 0.050 -0.047
Se 1.29521 1.58322 -0.12054 0.140 0.016 0.025
C 1.05018 0.68577 -2.01024 -0.100 -0.062 -0.017
C 2.03183 -0.12248 -2.53363 0.032 -0.008 0.020
C 1.80152 -0.94909 -3.64381 -0.017 0.012 -0.017
C 0.51680 -0.94734 -4.16595 -0.053 0.020 0.063
C -0.53336 -0.17060 -3.64502 0.011 -0.049 -0.082
C -0.25906 0.71141 -2.57543 0.089 0.089 0.061
O -1.16703 1.53557 -2.10998 0.231 0.004 0.019
C -1.91628 -0.27819 -4.31384 -0.042 -0.029 -0.017
C -2.30960 -1.75435 -4.52595 0.027 0.053 0.032
C -3.05554 0.34881 -3.49966 -0.112 0.040 -0.047
C -1.86867 0.41959 -5.68267 0.017 0.025 0.009
C 2.94658 -1.77783 -4.22754 0.003 -0.010 -0.005
C 3.53079 -2.70591 -3.15185 -0.020 -0.010 0.038
C 4.05514 -0.83939 -4.72845 0.011 -0.002 -0.002
C 2.49950 -2.65079 -5.40083 -0.006 -0.009 -0.046
C -0.28640 1.02323 2.36856 0.104 0.086 -0.090
O -1.23020 1.71240 1.77599 0.279 0.146 0.109
C -0.55497 0.31943 3.57150 0.069 -0.073 0.100
C 0.50556 -0.31812 4.22178 -0.096 -0.015 -0.155
C -1.97178 0.33414 4.16040 -0.078 -0.012 0.099
C -3.04948 0.25222 3.06804 -0.206 -0.042 -0.002
C -2.15994 1.64225 4.94302 -0.011 0.092 -0.082
C -2.24503 -0.84593 5.11032 0.108 0.031 -0.085
H 3.82328 -1.09439 6.45127 -0.029 0.016 -0.016
H 2.10672 -0.65296 6.46447 0.028 0.010 -0.021
H 3.29923 0.50015 5.86506 -0.001 -0.021 -0.007
H 5.00229 -1.57180 4.38399 -0.014 0.000 0.001
H 4.58066 0.00869 3.70134 -0.008 -0.021 0.005
H 4.22930 -1.46542 2.79493 0.000 0.015 0.028
H 3.26995 -3.17604 5.12298 -0.031 0.021 -0.025
H 2.41718 -3.03834 3.56898 0.003 0.018 0.015
H 1.55035 -2.73882 5.07648 0.023 -0.001 -0.010
H 3.01251 0.25201 2.03114 -0.040 0.007 -0.008
H 3.01312 -0.10966 -2.05819 -0.029 0.016 0.012
H 0.30667 -1.57026 -5.02481 -0.053 -0.050 -0.037
H -2.35373 -2.27162 -3.56416 0.009 -0.003 -0.001
H -1.61784 -2.29752 -5.17033 0.061 0.004 -0.019
H -3.30255 -1.80954 -4.98608 0.036 0.018 0.018
H -3.09256 -0.04864 -2.48356 -0.006 0.017 -0.041
H -4.00481 0.12279 -4.00102 -0.016 -0.030 -0.017
H -2.94599 1.42721 -3.40680 -0.061 -0.141 -0.042
H -1.11182 -0.03211 -6.33054 -0.010 0.002 0.011
H -1.61693 1.47495 -5.55255 -0.012 -0.030 -0.006
H -2.84146 0.35510 -6.18604 0.035 0.001 0.024
H 3.85446 -2.14362 -2.27455 -0.004 -0.006 -0.023
H 4.39353 -3.25913 -3.54092 -0.017 0.008 -0.005
H 2.77792 -3.42820 -2.82382 0.007 0.024 0.001
H 4.43628 -0.21950 -3.91580 -0.004 -0.006 -0.008
H 3.66337 -0.17070 -5.49854 0.008 -0.013 0.012
H 4.89108 -1.41018 -5.15106 -0.021 0.012 0.013
H 1.69577 -3.33135 -5.10796 0.030 0.015 -0.001
H 3.34334 -3.25277 -5.75453 -0.020 0.019 0.000
H 2.14310 -2.04391 -6.23737 0.001 -0.018 0.031
H 0.31525 -0.82853 5.15444 -0.128 -0.088 0.141
H -3.08319 1.14872 2.45532 -0.065 -0.171 0.159
H -4.02446 0.09549 3.54304 -0.033 -0.045 0.009
H -2.85844 -0.58633 2.39017 -0.005 0.008 0.049
H -1.98118 2.49497 4.28362 -0.023 -0.043 0.028
H -1.45432 1.69955 5.77694 -0.009 -0.015 0.000
H -3.18039 1.71675 5.33956 0.046 -0.009 -0.019
H -2.14767 -1.79743 4.57856 0.022 0.004 0.029
H -3.27050 -0.77102 5.48488 0.016 -0.002 -0.043
H -1.59018 -0.87186 5.98101 0.119 0.050 0.039
C -3.40532 1.85879 -0.10711 -0.061 0.047 -0.017
H -3.79267 0.84718 0.06900 0.002 0.035 0.003
H -3.84858 2.24696 -1.02795 -0.040 -0.010 0.015
H -3.70285 2.50401 0.72707 -0.056 -0.002 -0.042
C -0.22930 4.44494 1.95117 -0.015 -0.016 -0.007
C -0.83015 4.85064 0.64075 0.003 0.040 -0.059
C -0.96689 6.15186 0.19525 -0.001 -0.061 0.042
C -1.54794 6.07808 -1.09552 -0.031 -0.049 -0.023
C -1.73090 4.73593 -1.36796 0.002 0.025 0.024
C -2.27432 4.18417 -2.65100 -0.018 0.001 0.022
N -1.29763 3.97201 -0.30879 0.025 -0.081 -0.007
H 0.13431 5.34138 2.46183 -0.002 0.004 -0.013
H 0.61202 3.76054 1.81969 0.006 -0.017 -0.006
H -0.94469 3.93642 2.59938 0.002 0.026 -0.009
H -0.66847 7.03390 0.74689 -0.008 0.002 -0.016
H -1.79913 6.89053 -1.76533 0.006 0.001 0.016
H -2.63005 5.01487 -3.26781 0.012 0.006 0.017
H -3.10824 3.49785 -2.49319 0.007 0.020 0.021
H -1.52028 3.62734 -3.20852 0.014 0.000 -0.003
C 1.29256 -2.34938 0.33401 0.011 -0.006 -0.025
C -0.22465 -2.57589 0.32300 -0.004 -0.103 0.025
C -0.69123 -3.13101 1.67421 0.001 -0.016 -0.006
C -0.61657 -3.49202 -0.84216 -0.001 -0.021 0.015
C -0.86848 -1.27517 0.11631 0.307 -0.574 0.068
N -1.29448 -0.23400 -0.05068 -0.328 0.423 -0.108
H 1.78845 -3.31527 0.46988 -0.011 -0.009 -0.005
H 1.57289 -1.67923 1.14749 -0.011 -0.044 -0.048
H 1.61903 -1.90457 -0.60736 0.005 0.010 0.017
H -0.20169 -4.09163 1.85404 0.001 0.005 -0.002
H -1.77283 -3.28232 1.68664 0.008 0.006 0.000
H -0.42485 -2.44127 2.47855 0.001 -0.003 -0.014
H -0.12636 -4.46061 -0.71400 -0.004 0.013 -0.003
H -0.29500 -3.05499 -1.78980 -0.010 0.001 -0.009
H -1.69677 -3.64896 -0.87634 0.014 0.009 -0.007
```
Positions in Å, forces in eV/Å.

calculated total energy: -143298.72673 eV
⟨S²⟩: 6.05
spin multiplicity: 5
HOMO level (spin up / spin down): 0.46 / -1.11 eV
charge: -2
E_LUMO (spin up / spin down): 0.152 / 0.151 Eh

Entry 2:
ORCA calculation (ωB97M-V with the def2-TZVPD basis set) on a cluster of 2 separate species, C5H13N2O in total in a non-equilibrium geometry.

```
21
Properties=species:S:1:pos:R:3:forces:R:3
C 0.22395 -1.31714 -1.95078 -0.672 -0.041 -0.236
C 1.55123 -0.78886 -1.44332 1.038 0.357 0.063
C 3.14089 0.60180 -2.48240 3.468 -0.098 -1.143
N 1.94865 0.47942 -2.03267 -3.807 -0.911 1.083
H -0.09406 -2.19439 -1.35461 0.040 0.430 -0.203
H -0.54649 -0.53805 -1.84728 0.201 -0.320 0.151
H 0.24530 -1.60076 -3.02788 0.304 0.124 0.394
H 2.30306 -1.61332 -1.59035 0.065 0.399 -0.275
H 1.50815 -0.67222 -0.34625 -0.396 -0.105 -0.211
H 3.87926 -0.23195 -2.46593 -0.062 0.266 -0.072
H 3.47873 1.56591 -2.86489 0.181 -0.019 -0.025
C -0.94787 -0.14158 1.90568 -0.981 -1.996 -1.498
O -0.64307 -0.85638 0.78047 -0.472 0.518 1.464
C -2.26509 0.68986 1.72530 1.094 0.579 0.570
N -2.45701 1.48395 2.96696 -1.282 1.030 -0.594
H -1.12369 -0.80147 2.84913 -0.268 0.210 -0.316
H -0.15378 0.49852 2.26811 0.529 0.991 0.051
H -2.07665 1.46192 0.95461 -0.171 -0.681 -0.043
H -3.11414 0.02678 1.43404 0.534 0.350 0.204
H -3.32813 2.05356 2.90719 0.859 -0.751 0.318
H -2.49322 0.88843 3.77333 -0.201 -0.332 0.316
```
Positions in Å, forces in eV/Å.

energy above the lowest of the compared OMol25 structures with the same formula, charge and spin: 41.3 kcal/mol
calculated total energy: -10417.37677 eV
⟨S²⟩: 0.75
spin multiplicity: 2
HOMO level (spin up / spin down): 4.35 / 0.45 eV
charge: -2
E_LUMO (spin up / spin down): 0.230 / 0.230 Eh